[1]
This record from OMol25 describes C21H29AsF6N4OS5Ti as an isolated structure. The level of theory is ωB97M-V/def2-TZVPD.

Summary:
Energy relative to the best compared isomer or geometry (same formula, charge and spin) in kcal per mole: 11.28
2S+1: 1
Highest occupied orbital energy in eV: -8.112
Kohn-Sham gap in Eh: 0.2560

Geometry as XYZ:
```
68
Properties=species:S:1:pos:R:3:mulliken_charge:R:1
Ti 0.140 0.098 -0.568 0.44
S 1.475 -1.819 -0.114 -0.23
C 2.183 -2.313 -1.630 0.79
C 2.692 -3.598 -1.815 -0.75
C 3.253 -3.942 -3.031 -0.57
C 3.311 -3.015 -4.071 -0.63
C 2.810 -1.739 -3.893 -0.91
C 2.244 -1.386 -2.668 0.62
S 1.666 0.226 -2.352 -0.26
H 2.639 -4.316 -1.007 0.45
H 3.645 -4.940 -3.176 0.38
H 3.744 -3.295 -5.022 0.38
H 2.843 -1.012 -4.695 0.47
C -0.528 -1.797 2.155 -1.77
N -1.246 -1.314 0.948 2.01
C -1.788 -2.520 0.286 -1.95
C -2.403 -0.497 1.380 -1.12
C -2.873 0.396 0.265 -0.46
N -1.801 1.321 -0.147 0.81
C -2.251 2.014 -1.382 -0.88
C -1.648 2.362 0.896 -1.22
H -1.255 -2.069 2.927 0.39
H 0.154 -1.043 2.533 0.33
H 0.051 -2.679 1.899 0.59
H -2.202 -3.189 1.048 0.35
H -1.003 -3.028 -0.267 0.19
H -2.590 -2.243 -0.389 0.55
H -2.116 0.101 2.237 0.25
H -3.215 -1.152 1.714 0.49
H -3.751 0.970 0.586 0.53
H -3.170 -0.184 -0.606 -0.48
H -3.165 2.576 -1.157 0.38
H -2.461 1.289 -2.159 0.23
H -1.487 2.710 -1.715 0.06
H -2.599 2.894 1.009 0.39
H -0.886 3.074 0.615 0.07
H -1.376 1.926 1.849 0.24
N 3.458 0.595 0.419 -0.28
C 2.755 1.122 1.431 0.46
N 1.484 0.904 1.707 0.38
C 1.178 1.530 2.933 -0.42
C 0.001 1.427 3.672 0.16
C -0.149 2.126 4.859 -0.92
C 0.870 2.931 5.354 -0.64
C 2.070 3.010 4.671 -0.43
C 2.209 2.301 3.490 0.45
S 3.638 2.153 2.528 -0.37
H 2.949 0.122 -0.316 -0.17
H 4.263 1.114 0.106 0.27
H -0.795 0.782 3.349 0.28
H -1.076 2.031 5.410 0.42
H 0.736 3.474 6.280 0.37
H 2.890 3.602 5.054 0.41
F 0.666 2.069 -0.749 0.13
As 1.433 3.781 -1.231 2.16
F 1.095 3.322 -2.843 -0.44
F -0.164 4.411 -1.094 -0.45
F 2.102 5.294 -1.622 -0.47
F 1.625 3.973 0.466 -0.42
F 2.948 2.974 -1.306 -0.43
C -3.240 -4.034 -3.053 -0.84
O -2.167 -3.129 -2.771 -0.25
C -2.445 -1.836 -2.613 0.32
S -3.957 -1.212 -2.719 -0.22
S -0.932 -0.923 -2.531 -0.21
H -2.767 -5.004 -3.172 0.25
H -3.756 -3.736 -3.964 0.37
H -3.955 -4.044 -2.230 0.34
```



[2]
This record from OMol25 describes C21H29BeBr2FMgN3O12S2 as an isolated structure. The level of theory is ωB97M-V/def2-TZVPD.

Summary:
Total charge: -1
2S+1: 1
Highest occupied orbital energy in eV: -4.447
Kohn-Sham gap in Eh: 0.0445

Geometry as XYZ:
```
72
Properties=species:S:1:pos:R:3:mulliken_charge:R:1
C 1.744 2.292 5.391 -0.52
O 1.367 0.875 5.207 -0.32
C -0.123 0.717 5.295 -0.73
C -0.720 1.016 3.794 0.87
C -1.834 2.198 3.550 -0.32
C -2.458 2.581 2.048 0.19
N -3.491 3.686 2.026 -0.50
C -1.901 1.740 0.755 -0.35
C -0.775 0.534 1.032 0.63
C -0.175 0.147 2.507 -0.55
Br 1.202 -1.347 2.661 -0.11
S -0.192 -0.350 -0.559 -0.27
C -0.014 1.120 -1.768 0.79
C 1.247 1.244 -2.809 -0.54
C 1.392 2.550 -3.797 -0.11
C 0.218 3.716 -3.664 -0.44
C -1.080 3.573 -2.627 -0.54
C -1.234 2.255 -1.624 0.19
N -2.395 2.072 -0.636 -0.24
H 0.974 3.031 4.906 0.17
H 1.886 2.596 6.531 0.36
H 2.769 2.458 4.851 0.23
H -0.526 1.587 5.994 0.36
H -0.400 -0.349 5.689 0.29
H -2.210 2.830 4.490 0.19
H -4.153 3.611 1.224 0.28
H -3.074 4.637 2.122 0.26
H 2.079 0.394 -2.850 -0.37
H 2.322 2.625 -4.510 0.49
H 0.271 4.697 -4.331 0.27
H -1.862 4.444 -2.613 0.23
H -2.823 3.025 -0.570 0.41
C -2.239 -2.948 1.243 0.19
C -2.526 -2.659 2.681 -0.20
O -3.464 -3.657 3.033 -0.21
C -3.288 -4.693 2.162 0.67
O -3.812 -5.788 2.278 -0.61
O -2.447 -4.344 1.144 -0.28
H -1.215 -2.687 0.962 0.00
H -2.935 -2.438 0.568 0.17
H -1.639 -2.768 3.314 0.22
H -2.947 -1.660 2.829 0.26
Be -1.767 -6.972 1.995 0.93
C -2.259 -8.194 -1.284 0.73
O -3.038 -9.118 -1.105 -0.51
O -2.487 -7.194 -1.974 -0.43
O -1.123 -8.116 -0.803 -0.47
N 2.916 -1.483 -1.442 -0.34
H 2.691 -2.423 -1.790 0.40
H 3.427 -0.964 -2.165 0.42
H 2.048 -0.986 -1.213 -0.04
H 3.499 -1.561 -0.600 0.38
F 0.439 -5.809 2.304 -0.71
C -3.148 -3.779 6.769 0.77
O -3.214 -5.018 6.588 -0.71
O -3.863 -3.132 5.859 -0.46
O -2.546 -3.097 7.628 -0.67
H -4.129 -3.975 5.438 0.31
Mg 2.064 1.392 -5.791 -0.12
C 6.124 3.343 -8.254 -0.90
S 4.697 3.217 -9.359 0.48
O 3.686 2.333 -8.689 -0.53
C 5.526 2.229 -10.628 -0.94
H 5.824 3.897 -7.362 0.29
H 6.463 2.346 -7.964 0.30
H 6.930 3.882 -8.758 0.36
H 5.900 1.300 -10.194 0.30
H 6.350 2.803 -11.057 0.37
H 4.802 1.996 -11.412 0.31
Br 2.439 4.533 4.609 -0.46
O -3.455 3.044 6.187 -0.75
H -4.321 2.941 6.538 0.20
```



[3]
This record from OMol25 describes C21H29BrCl3GeInN4S as an isolated structure. The level of theory is ωB97M-V/def2-TZVPD.

Summary:
Total charge: +3
Energy relative to the best compared isomer or geometry (same formula, charge and spin) in kcal per mole: 0.00
2S+1: 2
Highest occupied orbital energy (alpha / beta) in eV: -16.355 / -16.353
Kohn-Sham gap (alpha / beta) in Eh: 0.2272 / 0.1091

Geometry as XYZ:
```
61
Properties=species:S:1:pos:R:3:lowdin_spin:R:1
In -0.164 -0.166 0.096 0.20
Br -0.937 5.799 4.324 0.00
C -0.260 4.340 3.394 0.00
C -1.125 3.503 2.694 0.00
C -0.604 2.429 2.001 0.00
C 0.764 2.171 2.000 0.00
C 1.625 3.007 2.708 0.00
C 1.112 4.086 3.400 0.00
N 1.215 1.037 1.262 0.02
C 2.424 0.623 1.198 0.01
C 2.757 -0.576 0.411 0.00
C 4.034 -1.092 0.376 0.00
C 4.273 -2.238 -0.381 0.00
C 3.231 -2.817 -1.086 0.00
C 1.972 -2.245 -1.011 0.00
N 1.742 -1.147 -0.278 0.02
H -2.189 3.698 2.701 0.00
H -1.290 1.780 1.454 0.00
H 2.693 2.841 2.736 0.00
H 1.776 4.738 3.951 0.00
H 3.232 1.127 1.718 0.00
H 4.830 -0.610 0.929 0.00
H 5.266 -2.668 -0.417 0.00
H 3.385 -3.699 -1.691 0.00
H 1.136 -2.660 -1.559 0.00
Cl -1.567 -1.005 3.524 0.13
Ge -2.086 -1.628 1.609 0.23
Cl -1.777 -3.611 1.070 0.12
Cl -3.819 -0.741 0.830 0.12
C -3.800 5.366 -4.632 0.00
C -3.990 4.346 -3.514 0.00
C -2.710 4.131 -2.711 0.00
C -2.905 3.257 -1.480 0.00
N -3.334 1.888 -1.846 0.01
C -2.588 0.828 -2.074 0.00
S -0.819 0.984 -1.918 0.12
N -3.121 -0.307 -2.487 0.00
C -2.438 -1.505 -3.015 0.00
C -2.243 -1.426 -4.525 0.00
C -3.544 -1.225 -5.305 0.00
C -4.590 -2.306 -5.051 0.00
H -4.691 5.439 -5.253 0.00
H -2.961 5.095 -5.275 0.00
H -3.600 6.356 -4.222 0.00
H -4.324 3.397 -3.949 0.00
H -4.787 4.681 -2.842 0.00
H -2.321 5.094 -2.369 0.00
H -1.936 3.688 -3.347 0.00
H -3.692 3.656 -0.841 0.00
H -1.989 3.182 -0.898 0.00
H -4.318 1.806 -2.081 0.00
H -4.119 -0.292 -2.671 0.00
H -3.066 -2.351 -2.743 0.00
H -1.483 -1.609 -2.504 0.00
H -1.768 -2.360 -4.835 0.00
H -1.540 -0.619 -4.752 0.00
H -3.292 -1.208 -6.365 0.00
H -3.961 -0.233 -5.097 0.00
H -4.190 -3.298 -5.268 0.00
H -5.461 -2.156 -5.687 0.00
H -4.953 -2.317 -4.018 0.00
```



[4]
This record from OMol25 describes a 6-piece molecular cluster, C21H29ClFO13 overall. The level of theory is ωB97M-V/def2-TZVPD.

Summary:
Total charge: -1
Energy relative to the best compared isomer or geometry (same formula, charge and spin) in kcal per mole: 68.65
2S+1: 1
Highest occupied orbital energy in eV: -5.629
Kohn-Sham gap in Eh: 0.2877

Geometry as XYZ:
```
65
Properties=species:S:1:pos:R:3:mulliken_charge:R:1
Cl 0.768 0.542 0.251 1.60
O 1.349 1.631 0.995 -0.64
O -0.509 0.171 0.753 -0.65
O 0.613 1.030 -1.126 -0.67
O 1.500 -0.688 0.274 -0.64
C 11.331 2.275 -3.601 -0.66
O 10.483 1.541 -2.719 -0.31
C 9.110 1.339 -2.867 0.77
O 8.385 1.961 -3.662 -0.58
O 8.702 0.468 -1.961 -0.28
C 7.370 0.066 -1.809 -0.68
H 10.813 2.602 -4.502 0.32
H 12.270 1.777 -3.842 0.25
H 11.693 3.209 -3.172 0.26
H 7.333 -0.956 -2.188 0.26
H 6.489 0.507 -2.274 0.36
H 7.126 -0.032 -0.751 0.27
C -1.810 -9.437 4.845 -0.61
O -2.225 -8.654 3.709 -0.29
C -1.325 -7.848 3.140 0.75
O -0.170 -7.656 3.503 -0.55
O -1.945 -7.397 1.985 -0.29
C -1.282 -6.390 1.176 -0.66
H -2.543 -10.170 5.183 0.22
H -1.509 -8.746 5.632 0.28
H -0.884 -9.929 4.547 0.29
H -2.043 -5.800 0.666 0.26
H -0.484 -6.763 0.533 0.27
H -0.772 -5.647 1.789 0.32
C -4.197 5.423 -0.421 -0.61
O -5.082 6.417 -1.019 -0.31
C -4.828 7.723 -0.682 0.79
O -4.133 8.071 0.311 -0.58
O -5.455 8.461 -1.638 -0.29
C -5.211 9.909 -1.696 -0.61
H -3.590 5.862 0.370 0.32
H -3.490 5.059 -1.167 0.26
H -4.722 4.524 -0.095 0.22
H -5.766 10.440 -2.469 0.24
H -4.152 10.118 -1.848 0.28
H -5.461 10.342 -0.727 0.28
F -4.865 1.921 9.269 -0.31
C -4.332 2.317 8.111 0.36
C -5.078 2.151 6.937 -0.41
C -4.524 2.437 5.729 -0.22
C -3.158 2.767 5.618 -0.67
C -2.472 2.807 6.830 -0.17
C -3.011 2.580 8.072 -0.44
H -6.093 1.781 6.923 0.37
H -5.122 2.335 4.836 0.34
H -2.714 2.940 4.649 0.42
H -1.419 3.030 6.736 0.31
H -2.386 2.617 8.953 0.41
C -0.451 -4.785 -6.914 -0.29
C -0.520 -4.577 -5.529 -0.46
C 0.200 -3.505 -4.970 -0.36
C 1.058 -2.735 -5.786 -0.36
C 1.262 -3.068 -7.096 -0.39
C 0.401 -4.071 -7.672 -0.28
H -1.095 -5.527 -7.362 0.33
H -1.275 -5.050 -4.918 0.33
H 0.033 -3.226 -3.940 0.42
H 1.560 -1.873 -5.372 0.39
H 1.891 -2.512 -7.775 0.35
H 0.363 -4.109 -8.751 0.32
```



no.,F_max (eV/Å)
1,0.583
2,5.729
3,0.484
4,4.618